Record 1
This record from OMol25 describes an isolated molecule of C2H2Cl3P. The level of theory is the ωB97M-V functional and the def2-TZVPD basis.

Atoms and positions in Å:
C -0.2641 0.2246 0.1165
C -1.3573 0.9664 -0.0103
P -2.9943 0.1634 -0.2354
Cl -1.3141 2.6842 0.0315
Cl -3.8155 1.3826 -1.5427
Cl -3.9779 1.1052 1.7507
H 0.7127 0.6581 0.2528
H -0.3335 -0.8490 0.0765

Atoms 1-3, force components in eV/Å:
C -0.3 0.0 -0.1
C -0.3 0.0 0.0
P -0.2 0.3 2.8

As for the SMILES: C=C(Cl)P(Cl)Cl. The frontier orbital gap comes out at 9.284 eV. For the total energy, the calculation gives -48962.622 eV. The relative energy (zero: lowest compared OMol25 entry of this formula, charge and spin) is 0.5959 eV.

---

Record 2
This record from OMol25 describes a cluster of 2 separate species, C2H2Cl3P in total. The level of theory is the ωB97M-V functional and the def2-TZVPD basis.

Atoms and positions in Å:
C 0.5604 0.3888 -1.7546
C 0.7940 1.1427 -0.5509
P 0.0068 -0.3130 -3.0279
Cl -1.2690 -1.8594 -0.1297
Cl -0.8084 1.3546 0.2249
Cl 1.4443 2.7177 -0.9483
H 1.5665 0.6617 0.2307
H -1.9906 -2.8028 0.3202

Atoms 1-3, force components in eV/Å:
C 2.7 2.5 4.4
C 1.5 -1.7 0.9
P -2.0 -2.3 -4.1

As for the spin multiplicity: 3. The frontier orbital gap (spin up / spin down) comes out at 6.354 / 7.101 eV. As for the expectation value of S²: 2.008. For the total energy, the calculation gives -48957.105 eV. The relative energy (zero: lowest compared OMol25 entry of this formula, charge and spin) is 1.8270 eV.

---

Record 3
This record from OMol25 describes a structure of composition C2H2Cl4N2. The level of theory is the ωB97M-V functional and the def2-TZVPD basis.

Atoms and positions in Å:
C 0.6724 -0.7377 -0.3844
C -0.5087 -0.3052 0.3482
N 1.2393 -0.0023 -1.1385
N -0.6453 1.4149 0.0333
Cl 0.9593 -2.5707 0.0137
Cl -1.8526 -1.1378 -0.2856
Cl 0.6415 1.9901 1.0367
Cl -2.0875 1.9052 0.7569
H -0.3644 -0.1871 1.4511
H 1.9460 -0.3693 -1.8315

Atoms 1-3, force components in eV/Å:
C -0.4 -2.9 1.5
C -0.4 3.8 1.4
N 2.8 0.6 -3.7

The frontier orbital gap comes out at 10.093 eV. For the total energy, the calculation gives -55172.726 eV. The relative energy (zero: lowest compared OMol25 entry of this formula, charge and spin) is 1.6764 eV.

---

Record 4
This record from OMol25 describes a cluster of 2 separate species, C2H2ClF in total. The level of theory is the ωB97M-V functional and the def2-TZVPD basis.

Atoms and positions in Å:
C -0.9593 -0.9907 0.3199
C 0.1501 -0.8525 -0.0597
F 0.1126 2.1083 -0.1510
Cl 1.7144 -0.5538 -0.2286
H -1.9607 -1.3772 0.1342
H 0.9429 1.6659 -0.0148

Atoms 1-3, force components in eV/Å:
C -3.3 -1.3 -0.7
C 1.2 0.3 0.3
F 1.1 -0.4 0.2

As for the SMILES: C#CCl.F. The frontier orbital gap comes out at 11.040 eV. For the total energy, the calculation gives -17343.597 eV. The relative energy (zero: lowest compared OMol25 entry of this formula, charge and spin) is 1.9124 eV.

---

Record 5
This record from OMol25 describes a cluster of 2 separate species, C2H2ClF3S in total. The level of theory is the ωB97M-V functional and the def2-TZVPD basis.

Atoms and positions in Å:
C 1.0258 0.5976 -0.0963
C -0.2550 0.9952 0.4449
F 1.9819 1.4347 0.2522
F -0.5659 2.3322 0.3205
F -1.2096 0.2420 -0.0848
S -1.4447 -2.9918 -0.7876
Cl 0.0343 0.6354 2.2792
H 1.0785 -0.4382 -0.4343
H -0.6453 -2.8070 -1.8938

Atoms 1-3, force components in eV/Å:
C -0.9 0.6 -0.7
C 0.3 0.9 0.9
F 0.8 -0.7 -0.3

The frontier orbital gap (spin up / spin down) comes out at 9.532 / 6.567 eV. For the total energy, the calculation gives -33612.746 eV. The relative energy (zero: lowest compared OMol25 entry of this formula, charge and spin) is 3.3452 eV.

---

Record 6
This record from OMol25 describes an isolated molecule of C2H2ClFO2. The level of theory is the ωB97M-V functional and the def2-TZVPD basis.

Atoms and positions in Å:
C 0.8958 -1.5203 0.4400
C 1.2835 0.1185 0.6317
O 0.8478 -1.9449 -0.6376
O 0.2083 0.8415 0.3822
F 1.9424 0.4922 1.7583
Cl 2.4095 0.2617 -0.8451
H 0.5647 -2.3581 1.3196
H 0.1674 1.7589 0.7630

Atoms 1-3, force components in eV/Å:
C -0.9 -0.5 4.0
C 1.2 -1.8 -1.4
O -0.1 -0.7 -2.3

As for the SMILES: O=C[C@@](O)(F)Cl. The frontier orbital gap comes out at 10.701 eV. For the total energy, the calculation gives -21439.590 eV. The relative energy (zero: lowest compared OMol25 entry of this formula, charge and spin) is 1.7673 eV.

---

Record 7
This record from OMol25 describes a cluster of 2 separate species, C2H2ClNO2 in total. The level of theory is the ωB97M-V functional and the def2-TZVPD basis.

Atoms and positions in Å:
C -1.6076 0.9460 0.1970
C 1.9015 -1.1262 -0.1091
N -0.5958 0.2421 0.1332
O 2.2863 -2.1541 -0.4473
O -0.2911 -0.7921 -0.5611
Cl 2.3139 0.3740 0.4155
H -1.3663 1.9275 0.6197
H -2.6408 0.5827 -0.2479

Atoms 1-3, force components in eV/Å:
C -3.4 0.3 -0.8
C -2.8 -0.3 -1.0
N 3.6 -1.2 -1.0

The frontier orbital gap (spin up / spin down) comes out at 8.597 / 7.176 eV. For the total energy, the calculation gives -20208.536 eV. The relative energy (zero: lowest compared OMol25 entry of this formula, charge and spin) is 5.0766 eV.

---

Record 8
This record from OMol25 describes an isolated molecule of C2H2ClNO2. The level of theory is the ωB97M-V functional and the def2-TZVPD basis.

Atoms and positions in Å:
C -0.8248 -0.8734 0.0765
C 0.5356 -0.2362 0.0509
N 0.4279 1.0880 0.0058
O -1.7784 -0.0547 -0.1129
O 1.2598 1.9574 0.0149
Cl 1.9660 -1.0748 0.0731
H -0.9523 -1.9504 0.0251
H -0.6338 1.1442 -0.1334

Atoms 1-3, force components in eV/Å:
C -0.9 3.8 -1.9
C -1.5 0.0 0.5
N -1.7 -3.1 -0.3

As for the SMILES: O=C/C(Cl)=[NH+]/[O-]. The frontier orbital gap (spin up / spin down) comes out at 8.344 / 8.344 eV. For the total energy, the calculation gives -20210.675 eV. The relative energy (zero: lowest compared OMol25 entry of this formula, charge and spin) is 2.9377 eV.

---

Record 9
This record from OMol25 describes an isolated molecule of C2H2ClNS. The level of theory is the ωB97M-V functional and the def2-TZVPD basis.

Atoms and positions in Å:
C -0.1694 0.2832 0.0520
C -1.3734 -0.3266 -0.2494
N 1.0320 -0.3435 -0.0127
S 1.4803 -1.8772 0.0788
Cl -2.6892 0.6647 0.0858
H 0.0199 1.2966 0.1930
H 1.6997 0.3028 -0.1474

Atoms 1-3, force components in eV/Å:
C -0.2 -2.3 -0.3
C 0.8 0.4 0.0
N -2.7 -1.6 0.4

The frontier orbital gap (spin up / spin down) comes out at 6.511 / 7.392 eV. For the total energy, the calculation gives -26949.675 eV. The relative energy (zero: lowest compared OMol25 entry of this formula, charge and spin) is 3.1763 eV.

---

Record 10
This record from OMol25 describes a cluster of 2 separate species, C2H2ClNS in total. The level of theory is the ωB97M-V functional and the def2-TZVPD basis.

Atoms and positions in Å:
C 1.0642 -0.2933 0.2833
C -0.0947 0.4913 0.0704
N 1.8642 -1.0929 0.4563
S -1.1735 -0.1454 -1.2941
Cl 0.2934 2.2446 -0.0959
H -1.0597 0.0941 1.4478
H -0.8940 -1.2983 -0.8678

Atoms 1-3, force components in eV/Å:
C -0.1 -0.4 0.1
C -3.3 0.4 2.2
N 0.7 -0.3 0.1

The frontier orbital gap comes out at 9.051 eV. For the total energy, the calculation gives -26950.583 eV. The relative energy (zero: lowest compared OMol25 entry of this formula, charge and spin) is 2.2687 eV.

---

Record 11
This record from OMol25 describes a structure of composition C2H2ClNS2. The level of theory is the ωB97M-V functional and the def2-TZVPD basis.

Atoms and positions in Å:
C -0.6969 -0.1229 0.6413
C -0.2303 0.5706 -0.4089
N 0.9574 -1.7684 -0.4479
S -0.1628 -1.7659 0.7348
S 0.8667 -0.4605 -1.3893
Cl 1.3116 2.1043 0.3564
H -1.5336 -0.0423 1.3328
H -0.5121 1.4852 -0.8193

Atoms 1-3, force components in eV/Å:
C -1.6 -3.8 1.4
C 2.6 -0.7 -1.4
N -1.6 -0.2 0.5

The frontier orbital gap (spin up / spin down) comes out at 6.259 / 6.250 eV. For the total energy, the calculation gives -37786.662 eV. The relative energy (zero: lowest compared OMol25 entry of this formula, charge and spin) is 0.8688 eV.

---

Record 12
This record from OMol25 describes a cluster of 2 separate species, C2H2ClO2S in total. The level of theory is the ωB97M-V functional and the def2-TZVPD basis.

Atoms and positions in Å:
C -1.4820 0.5654 0.1204
C 0.7509 -0.0430 -0.5479
O -1.5485 0.1092 1.1637
O -1.8800 1.0748 -0.8371
S 1.3186 -1.4214 0.3857
Cl 1.7131 1.4129 0.0141
H 1.0175 -0.1175 -1.5364
H 0.1105 -1.5803 1.2375

Atoms 1-3, force components in eV/Å:
C 1.1 -0.2 -2.2
C -1.0 0.3 2.8
O 0.1 -1.5 3.9

The frontier orbital gap comes out at 6.639 eV. Its net charge is -1. For the total energy, the calculation gives -29559.480 eV. The relative energy (zero: lowest compared OMol25 entry of this formula, charge and spin) is 0.8948 eV.

---

Q: Among the records above, which one has the highest relative energy (zero: lowest compared OMol25 entry of this formula, charge and spin)?
A: number 7

---

Q: Which value of relative energy (zero: lowest compared OMol25 entry of this formula, charge and spin) does entry 10 give?
A: 2.2687 eV